The following is a quantum chemistry calculation of a molecular structure, C25H21Cl3N4OPdS4, from the OMol25 dataset.

```
59
Properties=species:S:1:pos:R:3:forces:R:3:lowdin_charge:R:1
Pd 0.311 -3.460 -1.572 0.003 0.281 0.178 0.996
C 3.552 -3.865 -2.812 -0.032 -0.052 0.028 -0.056
C 2.849 -2.598 -3.164 0.002 -0.005 0.019 -0.608
N 1.712 -2.181 -2.642 0.053 -0.182 -0.196 -0.019
C 1.333 -0.934 -3.118 0.027 0.050 0.066 -0.300
C 2.207 -0.428 -4.020 -0.055 0.005 0.029 -0.301
S 3.509 -1.498 -4.273 0.047 0.018 -0.040 1.189
C -0.885 -1.060 -1.858 -0.068 0.058 -0.044 -0.540
C -2.179 -0.355 -1.605 0.017 -0.082 -0.046 -0.305
S -3.519 -1.281 -2.096 -0.029 0.064 0.006 1.145
C -2.482 -2.554 -2.645 0.005 0.027 -0.109 -0.582
N -1.218 -2.302 -2.551 -0.056 -0.163 0.176 -0.003
C -3.047 -3.837 -3.138 0.022 -0.005 -0.018 -0.042
H 2.858 -4.594 -2.396 0.051 0.036 -0.011 0.032
H 4.326 -3.669 -2.068 -0.003 -0.002 0.004 0.103
H 4.034 -4.302 -3.684 0.001 0.001 -0.003 0.098
H 2.145 0.512 -4.543 -0.009 0.025 -0.005 0.102
H -2.284 0.657 -1.252 0.000 0.045 0.027 0.071
H -4.045 -3.698 -3.550 0.003 0.007 -0.014 0.096
H -3.130 -4.536 -2.302 -0.009 -0.001 -0.006 0.104
H -2.396 -4.262 -3.900 -0.007 -0.003 0.008 0.093
Cl -4.981 4.085 -0.061 0.037 -0.011 0.005 0.760
C -3.482 3.431 0.467 -0.022 0.012 -0.013 -0.656
C -2.336 4.217 0.466 -0.003 -0.048 0.003 -0.067
C -1.152 3.664 0.910 -0.041 -0.001 0.028 -0.020
C -1.052 2.338 1.345 0.022 -0.020 0.094 -0.192
C 0.342 1.889 1.772 -0.141 0.021 0.045 -0.278
C 1.237 1.598 0.571 -0.109 -0.078 -0.092 -0.035
N 0.702 0.575 -0.344 -0.028 0.144 -0.174 -0.023
C 0.457 0.922 -1.659 -0.053 -0.092 0.041 0.035
C 0.107 -0.170 -2.622 0.058 -0.022 -0.051 -0.157
N -0.169 -1.559 -0.662 -0.015 -0.134 0.047 0.006
C 0.519 -0.707 0.039 0.019 0.027 0.063 -0.133
O 0.380 0.767 2.642 0.355 0.109 0.125 -0.151
C -0.054 1.058 3.954 -0.267 -0.077 -0.078 -0.162
C 1.030 1.619 4.836 -0.002 0.060 0.036 -0.226
C 0.786 2.601 5.851 0.042 -0.106 -0.021 -0.888
Cl -0.672 3.310 6.182 -0.024 0.016 -0.005 0.916
S 2.192 3.000 6.770 0.011 0.061 0.074 1.155
C 3.097 1.911 5.843 -0.046 -0.038 -0.075 -0.257
C 2.353 1.245 4.852 -0.023 0.046 0.001 -0.043
C -2.220 1.577 1.328 -0.021 -0.032 -0.054 -0.571
Cl -2.291 -0.099 1.813 0.062 0.045 0.017 0.780
C -3.427 2.117 0.899 0.028 0.041 -0.002 -0.134
H -2.383 5.246 0.138 -0.003 0.010 -0.002 0.123
H -0.266 4.290 0.929 0.019 0.010 0.016 0.130
H 0.803 2.742 2.289 0.062 0.016 -0.110 0.160
H 2.245 1.331 0.889 -0.040 -0.109 0.034 0.148
H 1.299 2.510 -0.020 0.118 0.013 0.067 0.134
H 0.633 1.942 -1.953 -0.005 0.037 0.005 0.139
H -0.380 0.270 -3.493 -0.013 0.010 0.029 0.169
H 0.990 -1.017 0.964 -0.014 0.008 0.008 0.150
H -0.398 0.116 4.387 0.005 0.023 0.014 0.156
H -0.915 1.734 3.942 0.013 -0.018 -0.020 0.115
H 4.150 1.775 6.049 0.028 -0.007 0.009 0.111
H 2.786 0.507 4.195 0.014 0.002 -0.023 0.142
H -4.322 1.511 0.913 -0.012 -0.001 0.013 0.114
S 0.354 -6.741 -2.896 0.004 -0.099 -0.042 0.970
C 0.381 -5.358 -2.336 0.024 0.055 -0.060 -0.692
```
Positions in Å, forces in eV/Å.

total charge	+3
multiplicity	6
energy	-4359.6059	hartree
frontier orbital gap (alpha / beta)	6.56 / 4.70	eV
M	734.52	g/mol
ΔE to the lowest compared entry with this formula, charge and spin	11.46	kcal/mol



The following is a quantum chemistry calculation of a molecular structure, C25H21ClEuN4O2Se at a distorted geometry, from the OMol25 dataset.

```
55
Properties=species:S:1:pos:R:3:forces:R:3:lowdin_charge:R:1
Eu 0.000 0.000 0.000 -6.133 -0.579 3.122 1.591
Cl 4.268 0.000 5.885 0.226 0.000 0.159 0.691
C 2.967 0.000 4.754 1.027 0.000 -1.281 -0.688
C 1.664 0.000 5.202 -1.699 0.002 -0.929 -0.072
C 0.624 0.000 4.268 0.406 -0.007 1.168 0.015
C 0.800 0.000 2.858 0.180 0.012 1.268 -0.365
O -0.271 0.000 2.144 0.735 -0.051 0.563 -0.227
C 2.187 0.000 2.435 1.537 -0.026 -2.360 -0.089
C 2.768 0.000 1.024 -0.012 1.710 2.569 -0.082
N 2.063 0.000 -0.043 2.677 1.652 -0.914 -0.200
C 2.306 0.000 -1.428 1.041 0.081 0.272 -0.153
C 3.639 0.000 -1.872 -1.574 -0.023 0.214 0.017
C 3.940 0.000 -3.224 -0.541 -0.017 -1.238 -0.038
C 2.908 0.000 -4.152 1.470 0.017 0.408 0.000
C 1.558 0.000 -3.756 0.394 0.072 -0.376 -0.147
C 0.584 0.000 -4.772 -1.171 0.089 -0.115 0.051
C -0.770 0.000 -4.474 0.844 -0.142 -0.856 0.004
C -1.127 0.000 -3.152 0.605 -2.629 0.615 -0.159
N -0.228 0.000 -2.155 1.837 -4.321 -3.044 -0.190
C 1.168 0.000 -2.392 -0.229 -0.663 -0.819 -0.108
C 3.234 0.000 3.392 -0.337 -0.033 1.183 -0.071
H 1.429 0.000 6.260 0.098 0.000 -0.071 0.118
H -0.400 0.000 4.648 0.283 0.001 -0.329 0.129
H 3.867 -0.001 0.957 -0.206 0.011 0.320 0.139
H 4.453 0.000 -1.156 -0.214 0.014 0.107 0.122
H 4.975 0.000 -3.552 -0.177 -0.004 0.015 0.123
H 3.169 0.000 -5.208 -0.248 0.002 0.170 0.128
H 0.881 0.000 -5.818 0.175 0.008 0.234 0.136
H -1.522 0.000 -5.253 0.060 -0.010 0.058 0.130
H -2.163 0.000 -2.832 0.151 -0.136 -0.023 0.134
H 4.270 0.000 3.070 -0.134 0.009 -0.028 0.109
C -0.448 4.361 -0.909 -0.135 0.605 -0.497 0.011
C -0.465 2.861 -0.943 -0.590 0.908 -0.567 -0.412
C -1.039 2.112 -2.109 -0.662 3.580 -0.463 -0.070
O 0.000 2.239 0.000 0.449 1.082 0.366 -0.074
H -0.900 4.794 -1.825 0.307 -0.265 0.640 0.091
H 0.600 4.718 -0.828 -0.592 -0.207 0.128 0.108
H -1.022 4.718 -0.028 0.440 -0.265 -0.402 0.114
H -1.423 2.804 -2.888 0.110 -0.177 0.522 0.121
H -1.877 1.471 -1.763 0.611 0.647 0.248 0.055
H -0.254 1.471 -2.563 -0.903 3.808 0.535 0.047
Se -1.484 -3.325 -0.300 -0.209 -0.253 0.082 1.050
N 0.000 -2.357 0.000 0.053 1.136 -0.136 -0.381
C 1.054 -3.138 0.213 0.607 1.774 0.144 -0.389
C 2.329 -2.646 0.470 -0.025 -0.396 0.033 0.026
C 3.364 -3.560 0.680 0.437 -2.507 0.085 -0.025
C 3.107 -4.944 0.628 1.245 2.174 0.244 -0.024
C 1.808 -5.415 0.365 -0.646 -0.196 -0.127 0.056
C 0.793 -4.486 0.160 -0.883 -2.187 -0.161 -0.402
N -0.487 -4.805 -0.098 -0.199 -1.504 -0.115 -0.217
H 2.509 -1.577 0.507 -0.101 -2.528 -0.099 0.037
H 4.363 -3.197 0.882 0.033 -0.112 0.031 0.110
H 3.910 -5.644 0.790 0.073 -0.063 0.019 0.112
H 1.605 -6.477 0.324 -0.094 0.056 -0.014 0.131
H -2.108 0.000 0.000 -0.400 -0.147 -0.556 -0.122
```
Positions in Å, forces in eV/Å.

total charge	+1
multiplicity	7
energy	-4906.1191	hartree
frontier orbital gap (alpha / beta)	4.76 / 4.20	eV
M	675.85	g/mol
ΔE to the lowest compared entry with this formula, charge and spin	0.00	kcal/mol



The following is a quantum chemistry calculation of a molecular structure, C25H22Br6F3N at a distorted geometry, from the OMol25 dataset.

```
57
Properties=species:S:1:pos:R:3:forces:R:3:lowdin_charge:R:1
F 4.195 1.780 0.613 0.586 -0.607 -0.535 0.042
C 4.624 0.692 -0.102 -1.875 -0.060 -1.539 -0.263
C 3.973 0.393 -1.317 1.096 -1.169 1.442 -0.010
C 4.192 -0.830 -1.971 1.135 1.526 1.761 -0.081
C 5.137 -1.696 -1.432 -0.007 -0.509 0.607 -0.094
C 5.817 -1.363 -0.248 -0.701 0.318 -0.579 -0.066
C 5.526 -0.175 0.417 0.749 0.155 0.522 -0.033
H 3.168 0.992 -1.565 -1.322 1.351 -0.870 0.074
H 3.656 -1.002 -2.858 -0.606 -0.576 -0.933 0.089
H 5.225 -2.707 -1.827 0.318 0.325 -0.143 0.103
H 6.540 -2.021 0.194 0.143 -0.345 0.016 0.099
H 5.958 0.144 1.349 0.388 -0.413 0.322 0.116
F 0.251 0.852 1.015 -0.038 -0.415 0.354 0.052
C -0.236 1.485 -0.055 1.104 -0.605 -1.969 -0.307
C 0.154 1.021 -1.344 0.721 -0.645 1.871 -0.013
C -0.268 1.669 -2.476 0.778 -0.822 0.651 -0.110
C -1.111 2.715 -2.377 -2.789 2.238 1.316 -0.108
C -1.526 3.166 -1.107 1.132 -1.367 0.645 -0.037
C -1.041 2.558 0.112 -1.018 0.662 -3.601 -0.003
H 0.798 0.122 -1.364 -0.301 0.667 -0.138 0.103
H 0.085 1.404 -3.424 0.393 -0.820 -1.263 0.096
H -1.688 3.121 -3.224 0.897 -0.049 0.208 0.115
H -2.245 3.949 -1.050 -0.429 0.451 0.131 0.090
H -1.505 2.736 1.020 -0.423 0.782 1.748 0.092
F 4.707 -0.569 4.090 -0.553 -0.024 0.089 0.033
C 3.346 -0.474 4.072 -0.573 -0.355 0.186 -0.261
C 2.576 -1.648 4.041 0.724 0.690 0.094 -0.050
C 1.197 -1.579 3.944 0.850 1.199 0.804 -0.166
C 0.630 -0.298 3.986 -1.492 -0.262 -0.062 -0.114
C 1.382 0.900 4.003 -0.758 -1.128 0.484 -0.081
C 2.767 0.790 4.109 0.426 0.474 -1.045 -0.025
H 3.033 -2.605 4.178 0.499 -0.337 -0.274 0.110
H 0.662 -2.525 3.944 -0.254 0.533 -0.011 0.064
H -0.485 -0.304 4.061 0.985 0.498 -0.371 0.106
H 0.844 1.868 3.988 0.624 -0.696 0.048 0.114
H 3.413 1.680 4.042 -0.318 -0.535 0.257 0.124
C -4.990 -2.175 -4.400 1.374 -1.312 1.875 -1.748
Br -4.313 -0.666 -5.318 0.131 0.555 0.042 0.603
Br -5.037 -3.676 -5.552 -0.006 -0.765 -0.706 0.586
Br -6.696 -1.949 -3.594 -0.419 0.427 0.227 0.593
H -4.284 -2.525 -3.559 -1.047 1.119 -1.380 0.008
C -0.318 -2.199 0.263 -0.289 -0.160 1.054 -1.650
Br -0.945 -2.928 -1.363 0.179 -0.413 -0.483 0.619
Br 1.562 -2.288 0.628 0.017 0.166 -0.725 0.664
Br -1.210 -2.941 1.812 -0.522 -0.465 0.027 0.605
H -0.724 -1.215 0.288 0.384 0.856 -0.223 -0.102
N -2.970 -0.103 -0.324 0.171 -0.034 -0.111 0.080
C -3.543 0.108 -1.499 1.803 -0.406 0.077 -0.170
C -4.688 0.844 -1.661 -0.320 -0.192 -1.121 -0.088
C -5.242 1.344 -0.515 -1.402 0.785 1.353 -0.068
C -4.678 1.144 0.770 -1.389 1.552 -0.779 -0.058
C -3.533 0.448 0.742 2.052 -1.366 1.825 -0.201
H -2.895 -0.246 -2.296 -0.612 -0.143 -0.459 0.090
H -5.094 0.964 -2.690 0.120 0.160 1.078 0.094
H -6.161 1.910 -0.577 -0.088 0.120 -0.085 0.103
H -5.020 1.619 1.730 0.044 -0.611 -1.368 0.128
H -2.971 0.289 1.677 -0.271 -0.001 -0.341 0.114
```
Positions in Å, forces in eV/Å.

energy	-16764.1973	hartree
frontier orbital gap	8.90	eV
M	872.88	g/mol
ΔE to the lowest compared entry with this formula, charge and spin	3.96	kcal/mol



The following is a quantum chemistry calculation of a molecular structure, C25H22BrCl2IrN3OP, from the OMol25 dataset.

```
56
Properties=species:S:1:pos:R:3:forces:R:3:lowdin_charge:R:1
Ir -0.142 -0.074 -0.317 -0.490 0.106 0.162 1.086
Br -0.063 -5.833 4.387 -0.006 0.011 0.017 0.768
C -0.084 -4.604 2.957 0.008 -0.019 -0.114 -0.698
C -0.101 -5.077 1.632 -0.026 -0.136 0.035 -0.091
C -0.109 -4.209 0.579 0.023 0.085 0.012 0.006
C -0.095 -2.802 0.762 -0.026 -0.128 -0.148 -0.349
O -0.085 -2.092 -0.336 0.099 0.014 0.151 -0.268
C -0.092 -2.328 2.106 0.016 0.096 0.201 -0.134
C -0.108 -0.961 2.525 -0.083 -0.067 0.023 -0.065
N -0.113 0.068 1.745 0.122 0.171 0.048 -0.087
C -0.147 1.414 2.213 -0.039 -0.291 -0.171 -0.190
C -0.070 1.828 3.514 0.007 0.151 0.146 0.013
C -0.126 3.203 3.833 0.010 -0.132 0.014 -0.040
C -0.263 4.148 2.859 -0.007 0.030 -0.049 -0.008
C -0.346 3.754 1.502 -0.005 0.033 0.015 -0.138
C -0.494 4.668 0.431 -0.004 0.060 0.046 0.024
C -0.568 4.210 -0.851 -0.001 -0.113 -0.052 -0.013
C -0.482 2.826 -1.090 0.010 0.102 -0.004 -0.083
N -0.338 1.957 -0.114 0.035 -0.059 0.043 -0.084
C -0.280 2.389 1.190 -0.056 -0.015 -0.107 -0.164
C -0.086 -3.264 3.181 -0.001 0.078 -0.076 -0.086
H -0.114 -6.144 1.451 0.012 0.008 0.000 0.111
H -0.129 -4.571 -0.440 0.010 -0.001 0.000 0.127
H -0.136 -0.802 3.601 -0.001 -0.015 -0.010 0.127
H 0.033 1.117 4.322 0.015 -0.002 -0.014 0.115
H -0.062 3.498 4.871 -0.002 0.005 -0.002 0.118
H -0.312 5.200 3.107 -0.001 -0.005 0.000 0.125
H -0.549 5.728 0.645 0.002 -0.007 0.007 0.131
H -0.684 4.881 -1.689 -0.003 0.006 0.007 0.120
H -0.509 2.409 -2.090 0.006 0.020 -0.001 0.116
H -0.083 -2.885 4.195 0.000 -0.011 0.003 0.111
C 2.652 -0.157 -2.176 0.089 -0.029 0.025 -0.235
P 2.077 0.034 -0.483 -0.224 -0.031 -0.076 0.720
C 2.894 -1.267 0.459 0.199 0.043 -0.016 -0.207
C 2.803 1.579 0.110 0.134 -0.025 0.015 -0.210
H 3.743 -0.127 -2.197 -0.017 -0.002 0.005 0.062
H 2.229 0.625 -2.801 -0.010 0.028 -0.011 0.036
H 2.293 -1.109 -2.566 -0.002 -0.012 0.002 0.058
H 3.968 -1.188 0.278 0.003 -0.067 0.061 0.064
H 2.543 -2.243 0.128 -0.018 0.014 -0.025 0.056
H 2.705 -1.162 1.527 -0.041 0.022 -0.013 0.055
H 3.883 1.535 -0.047 -0.001 0.042 0.029 0.064
H 2.608 1.720 1.173 -0.028 -0.015 -0.005 0.053
H 2.405 2.428 -0.444 -0.011 -0.007 -0.016 0.050
Cl 0.045 -0.065 -5.228 -0.020 -0.010 0.035 0.712
C -1.399 -0.429 -4.360 0.071 0.017 -0.054 -0.594
C -2.527 -0.792 -5.060 -0.041 0.001 0.053 -0.102
C -3.706 -1.082 -4.379 -0.013 -0.008 -0.006 -0.054
C -3.761 -1.002 -2.988 0.012 0.012 -0.054 -0.102
C -2.624 -0.651 -2.310 0.014 -0.058 -0.106 -0.539
Cl -2.712 -0.502 -0.570 0.235 0.143 0.241 0.773
C -1.366 -0.357 -2.925 -0.140 -0.032 0.061 -0.469
N -0.258 -0.022 -2.292 0.172 -0.006 -0.338 -0.131
H -2.488 -0.846 -6.138 0.005 -0.001 0.000 0.111
H -4.590 -1.366 -4.933 0.003 0.002 0.004 0.115
H -4.680 -1.208 -2.457 0.004 0.002 0.008 0.112
```
Positions in Å, forces in eV/Å.

total charge	+1
multiplicity	2
energy	-5145.3365	hartree
frontier orbital gap (alpha / beta)	6.23 / 6.69	eV
M	754.47	g/mol
ΔE to the lowest compared entry with this formula, charge and spin	0.00	kcal/mol